ORCA calculation (ωB97M-V/def2-TZVPD) on a structure of composition C22H37NO4P2ReS.

Calculated values
**Electronic energy**: -64633.995 eV
**LUMO (alpha / beta)**: 0.416 / -2.278 eV
**Highest occupied orbital energy (alpha / beta)**: -5.09 / -6.79 eV
**2S+1**: 4

Structure (XYZ):
```
68
C22H37NO4P2ReS, DFT ωB97M-V/def2-TZVPD
Re -0.36707 -0.19444 0.23573
S 3.97012 2.30604 0.04961
P 2.27394 -1.01904 -1.66177
P -1.93652 0.74100 1.42118
O 4.44902 2.16330 -1.33243
O 0.91378 1.01268 1.57362
O 3.51929 3.64354 0.43812
O 1.36286 -0.09948 -0.84280
N -1.36041 -0.69582 -1.08097
C -2.15353 -1.32453 -1.94660
C 7.50581 1.57722 2.89463
C 1.67519 1.96667 2.19295
C -2.70790 -0.59817 -3.04127
C -3.29722 -3.33452 -2.62986
C -2.44529 -2.70514 -1.74083
C 3.17766 -0.14642 -2.94524
C 0.83140 3.18957 2.48836
C 5.39347 1.96860 1.13842
C -3.55996 -0.07585 1.16764
C 6.25306 3.02344 1.39871
C 7.31153 2.81860 2.28316
C 2.63496 1.49839 3.33911
C -1.84786 0.57781 3.24921
C 5.57241 0.71538 1.71633
C 8.64549 1.37976 3.84896
C -3.55919 -1.26385 -3.89649
C 3.46262 -1.76560 -0.55069
C 1.32523 -2.29899 -2.47511
C 6.63045 0.52690 2.60387
C -3.85408 -2.61923 -3.69564
C -2.47005 2.51046 1.32729
H -0.07172 2.97447 3.13516
H -3.42207 -1.15160 1.33368
H 9.60669 1.57212 3.35830
H -4.28834 0.32352 1.88453
H -3.90357 0.09791 0.13999
H -3.51825 -4.38536 -2.47650
H -2.76528 0.97146 3.71167
H 2.51167 2.29804 1.61096
H -2.87600 2.72600 0.33031
H 7.99366 3.64050 2.49799
H 1.98660 -2.90431 -3.11042
H -3.25696 2.71652 2.07057
H -0.96657 1.10022 3.64075
H 6.77385 -0.44390 3.08173
H -4.52866 -3.12136 -4.38673
H 0.85986 -2.94901 -1.72203
H 2.99360 0.47021 3.20104
H 4.39000 -2.01133 -1.08600
H 2.21042 1.67102 4.33104
H 8.65061 0.35538 4.22918
H 0.53904 -1.85293 -3.09977
H 8.57123 2.06556 4.70091
H 4.88125 -0.09516 1.49503
H -3.98672 -0.70674 -4.72251
H 2.46750 0.24986 -3.68212
H 3.85570 -0.84574 -3.45792
H 3.51509 2.13844 3.22492
H 3.02757 -2.68452 -0.13726
H 6.08831 3.99032 0.92740
H 3.68149 -1.07147 0.26876
H -1.63623 3.19970 1.51413
H 0.54468 3.61033 1.50238
H -2.42248 0.45678 -3.11797
H 3.76403 0.68456 -2.52548
H 1.53355 3.87943 3.01442
H -1.75380 -0.49326 3.46779
H -1.98327 -3.19724 -0.87665
```

Atom charges from the Mulliken analysis, given in e for atoms 1 to 8: 0.725 1.185 0.824 1.417 -0.726 -0.751 -0.574 -0.603



ORCA calculation (ωB97M-V/def2-TZVPD) on a structure of composition C22H38AsBeN2O2SSb.

Calculated values
**Electronic energy**: -109114.340 eV
**LUMO (alpha / beta)**: 0.064 / 0.064 eV
**Highest occupied orbital energy (alpha / beta)**: -5.11 / -6.01 eV

Structure (XYZ):
```
68
C22H38AsBeN2O2SSb, DFT ωB97M-V/def2-TZVPD
Sb -8.04351 -10.89966 3.22549
As -11.15414 -16.80700 4.91047
S -15.02414 -11.54757 4.05558
O -9.81130 -15.88629 4.74064
O -7.54553 -12.92785 6.13091
N -10.88055 -13.47294 4.65759
N -14.23162 -7.09957 4.32426
C -8.07060 -8.31621 1.33298
C -12.59296 -15.97676 5.83206
C -8.05437 -14.20250 5.92875
C -11.48422 -12.63262 5.58486
C -11.64352 -13.74201 3.51254
C -9.53537 -8.36122 4.14807
C -14.59338 -9.89236 4.24158
C -13.42027 -9.26373 3.74779
C -13.43837 -12.28475 4.23793
C -10.75685 -10.89761 1.64016
C -15.44253 -9.06626 4.96280
C -12.88541 -13.17358 3.30138
C -9.32646 -11.38924 1.54324
C -9.45791 -9.84514 4.47984
C -6.19419 -12.67141 6.30858
C -10.56522 -18.28716 6.06721
C -12.70269 -12.00988 5.44491
C -7.03781 -15.33684 6.16050
C -11.67564 -17.54582 3.25460
C -7.24222 -9.08003 2.26938
C -13.31442 -7.88522 3.78115
C -15.19988 -7.66417 4.97923
Be -9.50158 -14.35274 5.08623
H -7.72373 -8.58102 0.31591
H -10.23719 -17.75711 6.96105
H -12.50653 -7.51833 3.19945
H -11.26133 -10.99365 2.56263
H -10.39102 -10.30566 4.38686
H -15.98647 -7.02028 5.33564
H -12.29799 -18.40551 3.37762
H -13.29544 -16.73066 6.03932
H -7.89155 -7.21109 1.33845
H -9.23635 -12.47785 1.49366
H -11.31782 -18.99855 6.19973
H -13.10122 -15.23840 5.20852
H -8.57429 -7.87713 4.04435
H -8.90020 -11.01208 0.65273
H -9.13639 -8.46202 1.35159
H -13.13668 -11.34595 6.19613
H -5.63192 -12.73689 5.30396
H -6.17135 -15.24045 5.52272
H -6.36214 -9.41967 1.77053
H -12.72360 -9.85893 3.19980
H -16.31712 -9.52162 5.49537
H -9.69676 -18.85874 5.67206
H -6.95515 -8.55906 3.18253
H -11.96096 -16.78760 2.58964
H -10.67810 -17.88008 2.84037
H -6.71001 -15.33222 7.21399
H -10.02855 -7.88339 5.00341
H -13.35646 -13.40074 2.33865
H -12.24723 -15.47633 6.71538
H -10.03839 -8.12039 3.17476
H -10.80873 -12.51852 6.39711
H -11.35873 -11.45893 0.94002
H -9.19197 -9.98357 5.53027
H -10.67029 -9.74864 1.38246
H -11.06387 -14.27898 2.76543
H -5.73481 -13.20067 7.12178
H -6.04081 -11.65138 6.48922
H -7.51704 -16.32382 5.95060
```

Atom charges from the Mulliken analysis, given in e for atoms 1 to 8: 0.480 0.948 -0.314 -0.023 -0.325 1.077 -0.662 -0.870



ORCA calculation (ωB97M-V/def2-TZVPD) on a cluster of 5 separate species, C22H38BBrCl2FN2O10S5 in total.

Calculated values
**Electronic energy**: -199537.570 eV
**LUMO**: -3.568 eV
**Highest occupied orbital energy**: -12.01 eV
**Net charge**: +1

Structure (XYZ):
```
82
C22H38BBrCl2FN2O10S5, DFT ωB97M-V/def2-TZVPD
Br -1.13682 1.03822 1.85124
Cl 4.31202 -2.68443 -2.37992
Cl 1.23490 -2.34719 -2.66031
S -5.26306 5.78385 -5.20350
S 4.15605 -8.83498 -1.02664
S -0.39710 -1.86386 3.47264
S 1.45046 0.39051 5.80389
S -2.98840 4.32467 1.20675
F 0.44921 0.55446 -0.87385
O -5.18707 6.75843 -6.25523
O 5.45068 -9.15404 -0.48931
O -3.53789 3.15795 1.86936
O 1.05673 -0.79800 6.51972
O 3.03546 -9.72223 -0.86046
O 1.85698 -3.95384 2.71228
O -2.23603 5.30285 1.94597
O 1.64570 0.34677 4.36507
O 1.66674 -4.47131 0.41056
O -5.64615 6.14906 -3.86073
N -0.08102 -0.32652 1.20910
N 0.97334 -2.24236 1.14309
C -2.78816 4.27185 -1.46183
C 0.33364 1.74168 6.19478
C 4.11680 -1.94551 0.21952
C 3.37300 -2.17193 -1.04434
C -6.27200 4.39327 -5.73388
C 0.55747 -0.41014 -0.01115
C -3.71605 4.88457 -5.12293
C 3.66666 -7.19233 -0.47738
C -4.25838 5.16030 0.26427
C -4.13652 3.42864 -4.94213
C 2.62183 2.60461 6.56417
C 4.30903 -8.42098 -2.76240
C 0.18712 -1.43902 1.88948
C 3.69547 -6.29802 -1.72219
C 2.90665 1.10505 6.55058
C -3.59446 5.51181 -1.06093
C 3.41922 -7.19387 -2.93797
C 1.15903 2.75028 7.00522
C 1.22851 -1.57964 -0.06758
C 2.05616 -2.02425 -1.18565
C -2.01351 3.80681 -0.22293
C -5.31161 3.20887 -5.90431
B 1.51754 -3.60554 1.46420
H 3.78390 0.83083 5.96928
H -4.33243 5.78209 -1.81522
H -3.20002 5.03377 -6.07035
H 0.79086 3.76293 6.85557
H 2.36939 -7.49486 -2.94553
H 1.07400 2.52468 8.06915
H 2.74990 3.01768 5.56140
H -3.11604 5.27471 -4.30443
H -6.76948 4.65837 -6.66255
H -2.11024 4.48089 -2.28838
H -2.92120 6.36122 -0.92768
H -4.46564 3.26019 -3.91416
H -1.89548 2.73005 -0.19938
H -3.31164 2.74746 -5.14769
H -4.94015 3.17981 -6.92985
H 4.36115 -6.85893 0.28951
H 4.68123 -5.84011 -1.82449
H -0.01515 2.16672 5.25516
H 2.66495 -7.27056 -0.05964
H -5.81898 2.26480 -5.71388
H -7.01116 4.20780 -4.95731
H 3.62838 -6.68092 -3.87544
H -0.50770 1.34624 6.75794
H 2.96787 -5.49101 -1.63987
H 5.35539 -8.18456 -2.95184
H -5.07973 4.45781 0.12451
H 0.83483 -4.52967 -0.07637
H -3.46836 3.48190 -1.78652
H -4.59920 6.02987 0.82065
H 4.00278 -9.27350 -3.36323
H 2.98384 0.70411 7.56054
H 1.63182 -4.88235 2.84403
H -1.04071 4.29006 -0.14966
H 3.58075 -1.28349 0.88886
H 3.30094 3.12965 7.23225
H 0.64083 -1.46445 4.24107
H 5.10397 -1.55278 0.02670
H 4.22440 -2.91102 0.71255
```

Atom charges from the Mulliken analysis, given in e for atoms 1 to 8: 0.318 -0.141 -0.134 1.151 1.164 -0.141 1.280 1.120



- What is the electronic energy in the second record?
  -109114.340 eV